Record 1
{"formula": "C7H12N2O", "method": "ωB97M-V/def2-TZVPD", "e_lumo_ev": [0.78, 0.76], "e_homo_ev": [-7.010, -6.441], "homo_lumo_gap_ev": [7.789, 7.202], "relative_energy_kcal_mol": 109.03, "multiplicity": 1, "e_tot_ha": -458.51511, "elements": ["C", "C", "C", "C", "C", "C", "C", "N", "N", "O", "H", "H", "H", "H", "H", "H", "H", "H", "H", "H", "H", "H"], "coordinates": [[-2.634, 0.592, 0.048], [-2.832, 0.481, -1.358], [-1.844, -1.306, -0.614], [1.288, -1.152, 1.675], [1.100, 1.338, 0.990], [2.767, 0.529, -1.230], [1.572, -0.046, 0.645], [-1.985, -0.572, 0.485], [-2.276, -0.699, -1.763], [2.403, -0.355, -0.289], [-2.781, 1.266, 0.812], [-3.419, 1.075, -1.933], [0.255, -1.487, 1.594], [1.820, -2.044, 1.520], [1.586, -0.902, 2.786], [2.055, 1.992, 1.225], [0.407, 1.319, 1.797], [0.649, 1.839, 0.157], [-1.165, -2.161, -0.567], [3.212, 0.108, -2.179], [2.183, 1.443, -1.224], [-2.361, -1.257, -2.578]], "forces_ev_per_a": [[1.13, -3.55, -3.07], [0.91, -0.27, 3.77], [1.45, 0.30, 1.46], [0.27, 1.35, 1.17], [2.94, 0.18, -0.90], [0.63, -0.03, -1.20], [-1.14, -0.98, 3.16], [-0.51, 0.27, -1.98], [0.13, -0.49, 2.43], [0.04, 0.38, -1.06], [-0.86, 1.92, 0.77], [-1.28, 1.60, -1.90], [-0.32, 0.50, 0.47], [1.18, -1.06, -0.77], [-0.91, 0.04, -2.02], [-1.60, -1.01, -0.17], [-0.30, -0.09, 0.69], [-0.45, 0.35, -0.63], [-0.66, -0.03, -0.53], [-0.64, 0.39, 1.59], [0.25, -0.05, -0.32], [-0.27, 0.28, -0.96]]}

Record 2
{"formula": "C5H9O3Tl", "method": "ωB97M-V/def2-TZVPD", "e_lumo_ev": [-0.07, -0.07], "e_homo_ev": [-5.987, -5.986], "homo_lumo_gap_ev": [5.916, 5.915], "relative_energy_kcal_mol": 96.27, "multiplicity": 1, "e_tot_ha": -593.93809, "elements": ["O", "C", "O", "Tl", "C", "H", "H", "C", "H", "H", "H", "H", "O", "C", "H", "C", "H", "H"], "coordinates": [[-1.609, 0.056, -1.016], [-0.436, 0.553, -0.768], [0.091, 1.059, -1.852], [0.680, 1.492, 1.408], [-2.480, -0.240, 0.095], [-1.861, -0.466, 0.974], [-3.034, 0.687, 0.291], [-3.401, -1.383, -0.259], [-3.548, -1.445, -1.346], [-2.996, -2.337, 0.103], [-4.377, -1.216, 0.214], [0.915, 0.606, -2.111], [2.207, -0.100, 1.786], [3.426, -0.319, 1.527], [4.260, 1.552, 0.886], [3.978, 0.587, 0.433], [4.907, 0.142, 0.041], [3.278, 0.773, -0.407]], "forces_ev_per_a": [[0.26, 0.80, -0.69], [-0.29, -1.21, 1.40], [0.02, -0.41, -1.85], [-0.20, 0.66, 0.35], [0.08, 0.27, 0.62], [-0.14, 0.09, -0.23], [0.10, -0.22, -0.07], [-0.14, -0.32, 0.01], [0.00, 0.07, 0.32], [-0.16, 0.24, -0.23], [0.25, -0.15, -0.14], [-0.03, 0.59, 0.54], [0.48, -0.39, -0.19], [-0.33, 0.09, 0.15], [-0.14, -0.17, 0.02], [0.64, -0.17, -0.25], [-0.33, 0.26, -0.02], [-0.08, -0.04, 0.25]]}

Record 3
{"formula": "C17H19N2O5S2V", "method": "ωB97M-V/def2-TZVPD", "e_lumo_ev": [2.61, 1.81], "e_homo_ev": [-3.582, -3.194], "homo_lumo_gap_ev": [6.190, 5.003], "charge": -1, "s_squared": 4.061, "relative_energy_kcal_mol": 27.37, "multiplicity": 4, "e_tot_ha": -2885.38532, "elements": ["V", "O", "C", "O", "C", "O", "C", "C", "O", "O", "H", "H", "H", "H", "H", "C", "C", "S", "C", "C", "S", "H", "H", "H", "H", "H", "H", "N", "C", "C", "C", "C", "C", "C", "C", "C", "N", "C", "H", "H", "H", "H", "H", "H", "H", "H"], "coordinates": [[1.016, 1.342, -0.174], [3.203, 1.027, 2.424], [2.301, 1.669, 1.557], [1.058, 1.784, 1.917], [2.945, 2.908, 0.916], [2.028, 3.332, -0.207], [2.746, 3.306, -1.469], [3.204, 1.922, -1.890], [4.313, 1.816, -2.478], [2.451, 0.976, -1.522], [2.643, 0.243, 2.596], [3.871, 2.520, 0.479], [3.164, 3.819, 1.492], [3.528, 4.085, -1.487], [1.996, 3.694, -2.124], [-2.934, -0.338, -2.500], [-1.894, 0.520, -1.776], [-0.334, 0.345, -2.304], [-2.357, 1.311, -0.688], [-3.827, 1.559, -0.557], [-1.278, 2.138, 0.340], [-3.196, -1.238, -1.848], [-2.449, -0.737, -3.343], [-3.812, 0.175, -2.788], [-3.965, 1.911, 0.417], [-4.425, 0.669, -0.668], [-4.139, 2.280, -1.319], [-0.793, -0.092, 2.530], [-1.041, -1.243, 1.845], [-2.278, -1.929, 1.944], [-2.427, -3.248, 1.401], [-1.404, -3.900, 0.700], [-0.220, -3.169, 0.459], [0.839, -3.729, -0.227], [1.961, -2.971, -0.492], [1.976, -1.630, -0.107], [1.000, -1.027, 0.534], [-0.094, -1.819, 0.904], [-1.587, 0.477, 2.818], [0.000, 0.488, 2.264], [-3.107, -1.537, 2.531], [-3.384, -3.731, 1.621], [-1.564, -4.840, 0.205], [0.739, -4.765, -0.483], [2.752, -3.451, -1.046], [2.776, -0.921, -0.397]], "forces_ev_per_a": [[-0.39, -0.54, 1.77], [-1.08, -0.94, -0.34], [0.69, 1.82, -1.67], [-0.55, 0.21, -0.12], [-0.16, -0.39, -0.56], [1.26, -1.20, 0.58], [-0.41, 1.41, 0.56], [2.99, 0.09, -0.60], [-2.09, 0.24, 0.65], [0.27, -0.45, -0.14], [0.83, 0.09, 0.45], [0.07, 0.37, -0.03], [-0.28, -0.20, 0.18], [0.12, -0.67, 0.28], [-0.53, -0.06, -0.97], [0.72, -1.01, 1.91], [-1.59, -0.32, 0.51], [0.84, 0.25, 0.29], [1.29, -0.01, -0.87], [0.51, -0.43, -0.78], [-0.86, -0.07, -0.38], [0.10, 1.15, -0.62], [0.41, -0.54, -1.27], [-0.99, 0.55, -0.21], [-0.64, 0.95, 1.39], [-0.16, -0.42, -0.15], [-0.13, 0.09, 0.20], [-0.45, -0.48, 0.02], [-1.52, -0.39, -0.72], [1.09, -1.01, -0.25], [0.61, 0.41, -0.01], [-1.42, 1.40, 0.81], [-1.08, 1.06, 0.74], [1.31, 0.67, -0.32], [-0.75, -1.36, -0.09], [0.69, 1.52, -0.45], [-1.22, -1.11, 0.42], [0.89, 0.83, 0.54], [0.27, -0.51, -0.17], [0.31, 0.17, -0.09], [0.29, 0.12, -0.04], [0.31, -0.04, -0.34], [0.06, -0.39, 0.17], [0.23, -0.39, -0.39], [0.37, 0.35, 0.04], [-0.28, -0.85, 0.05]]}